A:
Entry from OMol25: one molecule with the formula C2H3NO2 (ωB97M-V with the def2-TZVPD basis set).

Orbital gap: 9.932 eV
LUMO: -0.1 eV

```
! RIJCOSX wB97M-V def2-TZVPD def2/J DEFGRID3
* xyz 0 1
C 0.12 0.58 0.01
C -1.23 -0.15 0.01
H 2.12 0.12 -0.03
H 1.08 -1.26 0.02
H -1.20 -1.26 0.03
N 1.18 -0.26 -0.02
O 0.20 1.79 0.00
O -2.27 0.45 -0.02
*
```

These are the Mulliken partial charges, in e, on atoms 1 to 6: atom 1 (C): 0.715, atom 2 (C): -0.060, atom 3 (H): 0.229, atom 4 (H): 0.185, atom 5 (H): 0.235, atom 6 (N): -0.369


B:
Entry from OMol25: a 2-piece molecular cluster, C2H3NO2 overall (ωB97M-V with the def2-TZVPD basis set).

Orbital gap: 9.268 eV
LUMO: 0.9 eV

```
! RIJCOSX wB97M-V def2-TZVPD def2/J DEFGRID3
* xyz 0 1
C -1.75 -0.49 0.25
C 0.41 -0.24 -0.24
N 0.73 1.07 -0.09
O -2.55 0.35 0.11
O 0.85 0.20 0.98
H -1.88 -1.52 0.76
H 0.71 -1.06 -0.85
H 1.64 1.29 -0.40
*
```

These are the Mulliken partial charges, in e, on atoms 1 to 6: atom 1 (C): 0.089, atom 2 (C): 0.116, atom 3 (N): -0.405, atom 4 (O): -0.340, atom 5 (O): -0.297, atom 6 (H): 0.255


C:
Entry from OMol25: one molecule with the formula C2H3NO2 (ωB97M-V with the def2-TZVPD basis set).

Orbital gap (alpha / beta): 9.876 / 9.874 eV
LUMO (alpha / beta): 0.1 / 0.1 eV

```
! RIJCOSX wB97M-V def2-TZVPD def2/J DEFGRID3
* xyz 0 1
C -0.70 0.31 -0.49
C 0.71 0.03 -0.39
N -0.48 -0.85 1.22
O -0.13 -0.57 -1.35
O 0.84 -0.79 0.69
H -1.21 1.23 -0.73
H 1.49 0.71 -0.80
H -0.53 -0.08 1.85
*
```

These are the Mulliken partial charges, in e, on atoms 1 to 6: atom 1 (C): -0.150, atom 2 (C): 0.278, atom 3 (N): -0.412, atom 4 (O): -0.341, atom 5 (O): -0.262, atom 6 (H): 0.291


Pick A: it beats the second-best structure by 5.782 eV.